(1)
Molecular formula: C3H10O
Method: DFT, the ωB97M-V functional and the def2-TZVPD basis

Results
frontier orbital gap	11.2271	eV
SMILES string	CC.CO
HOMO level	-10.28	eV
molecular weight	62.112	u
energy relative to the best compared isomer or geometry (same formula, charge and spin)	175.9	kJ/mol

Geometry as ORCA input:
```
! wB97M-V def2-TZVPD RIJCOSX def2/J DEFGRID3
* xyz 0 1
C -1.29 0.93 1.34
C -1.18 -0.49 1.95
H -0.86 1.19 0.40
H -2.40 1.13 1.30
H -0.80 1.62 2.05
H -0.22 -0.55 2.54
H -1.37 -1.11 1.13
H -2.03 -0.44 2.82
C 1.35 -0.50 -1.04
O 1.21 -0.02 -2.37
H 1.98 -1.47 -1.06
H 1.92 0.25 -0.53
H 0.32 -0.48 -0.54
H 0.47 0.36 -2.68
*
```

Results of the natural (NBO) charge analysis, in e, for atoms 1 through 5: -0.61 -0.61 0.20 0.20 0.20

=====

(2)
Molecular formula: C3H10O
Method: DFT, the ωB97M-V functional and the def2-TZVPD basis

Results
frontier orbital gap	11.3512	eV
SMILES string	CC.CO
HOMO level	-10.45	eV
molecular weight	62.112	u
energy relative to the best compared isomer or geometry (same formula, charge and spin)	77.3	kJ/mol

Geometry as ORCA input:
```
! wB97M-V def2-TZVPD RIJCOSX def2/J DEFGRID3
* xyz 0 1
C -1.28 0.45 -1.21
C -0.51 1.77 -1.15
H -1.22 0.03 -2.21
H -1.04 -0.25 -0.42
H -2.33 0.73 -1.09
H -0.52 2.20 -0.14
H -0.82 2.49 -1.89
H 0.57 1.64 -1.33
C 1.50 -1.79 1.60
O 0.63 -0.81 0.95
H 1.65 -1.42 2.61
H 0.93 -2.71 1.69
H 2.36 -1.88 0.95
H 0.08 -0.44 1.64
*
```

Results of the natural (NBO) charge analysis, in e, for atoms 1 through 5: -0.61 -0.60 0.20 0.23 0.19

=====

(3)
Molecular formula: C3H10O2
Method: DFT, the ωB97M-V functional and the def2-TZVPD basis

Results
frontier orbital gap	10.8601	eV
SMILES string	CCO.CO
HOMO level	-10.06	eV
molecular weight	78.111	u
energy relative to the best compared isomer or geometry (same formula, charge and spin)	60.4	kJ/mol

Geometry as ORCA input:
```
! wB97M-V def2-TZVPD RIJCOSX def2/J DEFGRID3
* xyz 0 1
C -2.20 -0.59 -0.41
C -1.46 0.27 0.61
O -0.71 1.29 0.01
H -2.78 -1.35 0.09
H -1.48 -1.09 -1.07
H -2.86 0.03 -1.01
H -2.18 0.77 1.26
H -0.81 -0.37 1.23
H -0.07 0.89 -0.59
C 2.46 0.28 0.24
O 2.00 -0.31 -0.96
H 2.11 -0.27 1.12
H 3.55 0.34 0.26
H 2.05 1.29 0.27
H 2.39 -1.19 -1.04
*
```

Results of the natural (NBO) charge analysis, in e, for atoms 1 through 5: -0.63 -0.05 -0.73 0.21 0.20

=====

(4)
Molecular formula: C3H10O2
Method: DFT, the ωB97M-V functional and the def2-TZVPD basis

Results
frontier orbital gap	11.1551	eV
SMILES string	CC(C)O.O
HOMO level	-10.32	eV
molecular weight	78.111	u
energy relative to the best compared isomer or geometry (same formula, charge and spin)	154.9	kJ/mol

Geometry as ORCA input:
```
! wB97M-V def2-TZVPD RIJCOSX def2/J DEFGRID3
* xyz 0 1
C 1.04 -0.64 0.90
C 0.95 0.40 -0.09
C -0.38 1.16 -0.16
O 1.09 -0.23 -1.40
H 1.54 -1.61 0.87
H -0.03 -0.95 1.20
H 1.13 -0.17 1.85
H 1.73 1.21 -0.12
H -0.15 1.69 -1.11
H -0.58 1.87 0.64
H -1.15 0.43 -0.22
H 1.51 -1.09 -1.45
O -2.54 -0.93 -0.34
H -2.30 -0.35 0.37
H -1.86 -0.80 -0.94
*
```

Results of the natural (NBO) charge analysis, in e, for atoms 1 through 5: -0.67 0.10 -0.61 -0.77 0.24

=====

(5)
Molecular formula: C3H10O2
Method: DFT, the ωB97M-V functional and the def2-TZVPD basis

Results
frontier orbital gap	10.5613	eV
SMILES string	C=CC.O.O
HOMO level	-9.72	eV
molecular weight	78.111	u
energy relative to the best compared isomer or geometry (same formula, charge and spin)	134.6	kJ/mol

Geometry as ORCA input:
```
! wB97M-V def2-TZVPD RIJCOSX def2/J DEFGRID3
* xyz 0 1
C -1.59 -0.55 0.20
C -0.70 -1.48 0.62
C 0.83 -1.38 0.16
H -2.63 -0.86 0.42
H -1.38 0.38 -0.28
H -0.84 -2.51 1.01
H 0.95 -1.95 -0.80
H 1.14 -0.36 0.15
H 1.43 -1.88 0.89
O 0.60 1.89 0.92
H 0.49 1.18 0.28
H -0.18 1.96 1.58
O 0.25 1.83 -1.72
H 0.83 1.40 -2.34
H 0.80 2.32 -1.08
*
```

Results of the natural (NBO) charge analysis, in e, for atoms 1 through 5: -0.43 -0.17 -0.64 0.20 0.22

=====

(6)
Molecular formula: C3H10O2S
Method: DFT, the ωB97M-V functional and the def2-TZVPD basis

Results
frontier orbital gap	9.7858	eV
SMILES string	OCCCS.O
HOMO level	-9.27	eV
molecular weight	110.178	u
energy relative to the best compared isomer or geometry (same formula, charge and spin)	50.7	kJ/mol

Geometry as ORCA input:
```
! wB97M-V def2-TZVPD RIJCOSX def2/J DEFGRID3
* xyz 0 1
O -1.82 0.75 -0.60
C -1.22 0.38 0.65
C 0.28 0.24 0.54
C 0.91 1.62 0.12
S 2.52 1.92 1.00
H -1.15 0.77 -1.29
H -1.51 1.15 1.36
H -1.64 -0.60 0.87
H 0.78 0.04 1.50
H 0.62 -0.45 -0.21
H 0.29 2.46 0.42
H 1.18 1.51 -0.91
H 1.90 1.74 2.18
O -0.37 -3.88 -2.27
H 0.31 -3.50 -1.71
H -1.08 -4.16 -1.67
*
```

Results of the natural (NBO) charge analysis, in e, for atoms 1 through 5: -0.72 -0.07 -0.45 -0.50 -0.05

=====

(7)
Molecular formula: C3H10O3
Method: DFT, the ωB97M-V functional and the def2-TZVPD basis

Results
frontier orbital gap (spin up / spin down)	3.9401 / 7.4488	eV
HOMO level (spin up / spin down)	0.08 / -3.46	eV
molecular weight	94.110	u
energy relative to the best compared isomer or geometry (same formula, charge and spin)	24.2	kJ/mol

Geometry as ORCA input:
```
! wB97M-V def2-TZVPD RIJCOSX def2/J DEFGRID3
* xyz -1 2
O -0.61 1.44 -0.37
C -1.06 0.86 0.70
C -0.08 0.00 1.52
C -0.60 -1.45 1.62
H -2.10 0.90 1.04
H 0.13 0.32 2.56
H 0.89 -0.02 1.04
H -1.66 -1.56 1.49
H -0.28 -1.93 2.58
H 0.05 -2.06 0.98
H 1.63 1.21 -1.05
H 2.61 0.37 -1.97
O 2.47 0.70 -1.07
H -0.57 -0.19 -1.72
H -1.14 -1.57 -2.28
O -0.38 -1.15 -1.86
*
```

Results of the natural (NBO) charge analysis, in e, for atoms 1 through 5: -0.87 0.02 -0.48 -0.62 0.07

=====

(8)
Molecular formula: C3H10O3
Method: DFT, the ωB97M-V functional and the def2-TZVPD basis

Results
frontier orbital gap	10.6463	eV
SMILES string	C=CCO.O.O
HOMO level	-9.91	eV
molecular weight	94.110	u
energy relative to the best compared isomer or geometry (same formula, charge and spin)	142.8	kJ/mol

Geometry as ORCA input:
```
! wB97M-V def2-TZVPD RIJCOSX def2/J DEFGRID3
* xyz 0 1
C -1.04 2.09 0.07
C 0.26 2.43 0.07
C 1.26 1.38 0.51
O 1.02 0.17 -0.21
H -1.72 2.84 -0.32
H -1.38 1.15 0.48
H 0.52 3.12 -0.73
H 1.15 1.24 1.58
H 2.29 1.68 0.32
H 1.60 -0.54 0.07
O -0.74 -2.21 -1.69
H -0.48 -1.63 -2.39
H -0.41 -1.82 -0.90
O -0.63 -2.96 1.26
H -0.84 -3.87 1.54
H -0.85 -3.09 0.33
*
```

Results of the natural (NBO) charge analysis, in e, for atoms 1 through 5: -0.33 -0.24 -0.10 -0.75 0.20

=====

(9)
Molecular formula: C3H10O3
Method: DFT, the ωB97M-V functional and the def2-TZVPD basis

Results
frontier orbital gap (spin up / spin down)	10.6287 / 3.6977	eV
HOMO level (spin up / spin down)	-13.92 / -13.92	eV
molecular weight	94.110	u
energy relative to the best compared isomer or geometry (same formula, charge and spin)	234.7	kJ/mol

Geometry as ORCA input:
```
! wB97M-V def2-TZVPD RIJCOSX def2/J DEFGRID3
* xyz 1 2
C 1.37 0.57 -0.85
O 1.45 0.77 -2.22
C 1.25 -0.95 -0.59
C 0.08 -1.34 0.38
O 0.40 -2.56 0.93
H 0.49 1.09 -0.50
H 2.23 1.01 -0.32
H 0.94 1.55 -2.46
H 2.16 -1.44 -0.40
H 1.03 -1.31 -1.60
H -0.77 -1.40 -0.32
H -0.09 -0.72 1.25
H 0.94 -3.06 0.29
H -3.49 3.01 1.22
H -3.69 2.21 2.45
O -3.77 3.12 2.14
*
```

Results of the natural (NBO) charge analysis, in e, for atoms 1 through 5: -0.06 -0.56 -0.42 -0.06 -0.40

=====

(10)
Molecular formula: C3H10O3S
Method: DFT, the ωB97M-V functional and the def2-TZVPD basis

Results
frontier orbital gap	10.1939	eV
SMILES string	O=CCCS.O.O
HOMO level	-9.50	eV
molecular weight	126.177	u
energy relative to the best compared isomer or geometry (same formula, charge and spin)	6.1	kJ/mol

Geometry as ORCA input:
```
! wB97M-V def2-TZVPD RIJCOSX def2/J DEFGRID3
* xyz 0 1
O -1.48 1.21 -1.65
C -1.31 0.02 -1.61
C -0.49 -0.70 -0.57
C 0.13 0.23 0.46
S 1.01 -0.77 1.69
H -1.74 -0.63 -2.39
H 0.26 -1.28 -1.11
H -1.15 -1.42 -0.07
H 0.81 0.91 -0.04
H -0.64 0.83 0.95
H 1.69 0.23 2.29
O -1.83 2.96 0.73
H -1.84 2.45 -0.11
H -2.35 3.75 0.56
O 2.46 -2.29 -1.05
H 3.33 -2.67 -1.12
H 2.36 -2.01 -0.10
*
```

Results of the natural (NBO) charge analysis, in e, for atoms 1 through 5: -0.56 0.48 -0.54 -0.51 -0.07

=====

(11)
Molecular formula: C3H10O4
Method: DFT, the ωB97M-V functional and the def2-TZVPD basis

Results
frontier orbital gap	10.4856	eV
SMILES string	O=CCCO.O.O
HOMO level	-10.17	eV
molecular weight	110.109	u
energy relative to the best compared isomer or geometry (same formula, charge and spin)	203.9	kJ/mol

Geometry as ORCA input:
```
! wB97M-V def2-TZVPD RIJCOSX def2/J DEFGRID3
* xyz 0 1
O 2.55 1.56 0.88
C 1.48 1.11 1.20
C 0.16 1.60 0.71
C -0.74 0.68 -0.12
O -1.95 1.28 -0.60
H 1.49 0.25 1.90
H -0.48 1.83 1.57
H 0.28 2.57 0.22
H -0.27 0.23 -0.99
H -1.22 -0.04 0.54
H -1.73 1.83 -1.32
O -1.34 -2.26 0.00
H -0.44 -1.93 0.12
H -1.65 -2.37 -0.89
O 0.88 -2.22 -1.13
H 1.61 -2.70 -0.75
H 1.36 -1.41 -1.36
*
```

Results of the natural (NBO) charge analysis, in e, for atoms 1 through 5: -0.51 0.44 -0.56 -0.07 -0.70

=====

(12)
Molecular formula: C3H10O4S
Method: DFT, the ωB97M-V functional and the def2-TZVPD basis

Results
frontier orbital gap	9.5275	eV
SMILES string	O=C(O)CCS.O.O
HOMO level	-9.15	eV
molecular weight	142.176	u
energy relative to the best compared isomer or geometry (same formula, charge and spin)	27.4	kJ/mol

Geometry as ORCA input:
```
! wB97M-V def2-TZVPD RIJCOSX def2/J DEFGRID3
* xyz 0 1
O -0.29 -0.24 2.22
C -0.60 0.42 1.26
O -0.58 1.76 1.35
C -1.06 -0.07 -0.07
C -0.12 0.33 -1.19
S -0.87 0.80 -2.82
H -0.16 2.20 2.09
H -1.18 -1.14 0.04
H -2.02 0.42 -0.18
H 0.58 -0.43 -1.54
H 0.54 1.14 -0.89
H -0.69 2.10 -2.61
O 0.13 -3.20 1.04
H 1.02 -3.48 0.80
H 0.26 -2.78 1.90
O 3.12 -0.10 0.93
H 2.75 -0.78 1.49
H 4.07 -0.11 1.06
*
```

Results of the natural (NBO) charge analysis, in e, for atoms 1 through 5: -0.61 0.82 -0.72 -0.54 -0.50

=====

(13)
Molecular formula: C3H10O5
Method: DFT, the ωB97M-V functional and the def2-TZVPD basis

Results
frontier orbital gap (spin up / spin down)	10.6324 / 5.2434	eV
HOMO level (spin up / spin down)	-15.27 / -15.24	eV
molecular weight	126.108	u
energy relative to the best compared isomer or geometry (same formula, charge and spin)	229.9	kJ/mol

Geometry as ORCA input:
```
! wB97M-V def2-TZVPD RIJCOSX def2/J DEFGRID3
* xyz 1 2
O -0.87 1.57 -2.38
C 0.18 0.87 -1.91
O 1.29 0.55 -2.31
C -0.14 0.35 -0.45
C 1.13 -0.53 -0.13
O 1.06 -1.04 1.21
H 0.01 2.14 -1.90
H -0.98 -0.36 -0.31
H -0.30 1.11 0.34
H 2.06 -0.01 -0.37
H 0.95 -1.35 -0.94
H 1.28 -0.33 1.85
H -1.12 1.03 3.62
H -1.35 -0.06 2.52
O -0.69 0.48 2.95
H -1.88 -2.60 1.73
H -0.65 -1.91 1.03
O -1.50 -1.76 1.44
*
```

Results of the natural (NBO) charge analysis, in e, for atoms 1 through 5: -0.44 0.62 -0.44 -0.46 -0.09

=====

(14)
Molecular formula: C3H10OP2
Method: DFT, the ωB97M-V functional and the def2-TZVPD basis

Results
frontier orbital gap (spin up / spin down)	7.3159 / 7.0920	eV
HOMO level (spin up / spin down)	-7.99 / -7.19	eV
molecular weight	124.060	u
energy relative to the best compared isomer or geometry (same formula, charge and spin)	551.0	kJ/mol

Geometry as ORCA input:
```
! wB97M-V def2-TZVPD RIJCOSX def2/J DEFGRID3
* xyz 0 1
C -0.66 2.43 -1.01
C 1.33 -2.86 1.78
C -2.00 0.98 -1.83
O -1.24 1.21 -0.74
P 0.56 -0.28 -0.42
P 0.19 -1.32 1.36
H -0.35 2.53 -2.07
H 0.29 2.52 -0.31
H -1.35 3.24 -0.81
H 2.34 -2.29 1.87
H 0.95 -3.26 2.81
H 1.27 -3.64 1.07
H -1.49 0.97 -2.70
H -2.50 0.04 -1.67
H -0.25 -1.20 -1.10
H 1.05 -0.53 2.36
*
```

Results of the natural (NBO) charge analysis, in e, for atoms 1 through 5: -0.28 -0.86 -0.05 -0.49 0.06

=====

(15)
Molecular formula: C3H10OP2
Method: DFT, the ωB97M-V functional and the def2-TZVPD basis

Results
frontier orbital gap	9.0203	eV
SMILES string	CP(O)#[PH2].C=C
HOMO level	-8.23	eV
molecular weight	124.060	u
energy relative to the best compared isomer or geometry (same formula, charge and spin)	234.6	kJ/mol

Geometry as ORCA input:
```
! wB97M-V def2-TZVPD RIJCOSX def2/J DEFGRID3
* xyz 0 1
C 1.33 1.55 -0.85
P 1.24 -0.07 0.04
O 1.54 0.82 1.40
P 2.94 -1.42 -0.25
H 1.79 2.27 -0.23
H 1.40 1.72 -1.89
H 0.25 1.70 -0.52
H 1.10 0.62 2.30
H 3.42 -1.36 1.09
H 3.72 -0.34 -0.65
C -2.44 0.51 1.81
C -1.85 0.17 0.73
H -2.36 1.54 2.13
H -3.13 -0.10 2.42
H -1.11 0.61 0.19
H -2.07 -0.82 0.37
*
```

Results of the natural (NBO) charge analysis, in e, for atoms 1 through 5: -0.92 0.80 -1.03 -0.06 0.24

=====

(16)
Molecular formula: C3H10OP2
Method: DFT, the ωB97M-V functional and the def2-TZVPD basis

Results
frontier orbital gap (spin up / spin down)	7.8302 / 7.6894	eV
HOMO level (spin up / spin down)	-8.40 / -7.67	eV
molecular weight	124.060	u
energy relative to the best compared isomer or geometry (same formula, charge and spin)	318.0	kJ/mol

Geometry as ORCA input:
```
! wB97M-V def2-TZVPD RIJCOSX def2/J DEFGRID3
* xyz 0 1
C -0.42 1.86 -0.72
C -0.94 -2.22 0.73
C 0.15 0.89 -1.62
O 1.49 -1.69 -1.46
P 2.56 -0.01 0.75
P 0.93 -0.58 -0.68
H 0.16 2.31 0.11
H -0.59 2.73 -1.43
H -1.39 1.55 -0.31
H -1.76 -1.92 0.11
H -0.37 -2.94 0.24
H -0.72 -2.02 1.72
H 0.85 1.42 -2.26
H -0.67 0.43 -2.26
H 2.75 -1.51 0.72
H 2.12 -0.12 2.12
*
```

Results of the natural (NBO) charge analysis, in e, for atoms 1 through 5: -0.63 -0.59 -0.73 -1.07 -0.09